# C14H25Br2FN5O5P

A 2-piece molecular cluster, C14H25Br2FN5O5P overall (ωB97M-V/def2-TZVPD, OMol25).

Summary:
Net charge: 0
HOMO, eV: -8.24
LUMO, eV: -0.089
Kohn-Sham gap, eV: 8.148

Element x y z (Å)
C 6.091 1.174 -0.222
C 4.857 1.983 0.161
C 3.979 1.269 1.159
O 4.320 0.390 1.891
O 2.679 1.759 1.182
C 1.745 0.945 0.462
C 1.026 -0.025 1.399
C -0.414 -0.314 1.067
C -1.369 0.764 0.553
P -1.753 2.237 1.592
N -3.126 2.265 2.270
O -1.514 3.473 0.592
O -0.577 2.385 2.659
N -2.507 -0.130 0.185
C -3.688 0.361 -0.406
Br -3.461 1.633 -1.789
C -4.906 -0.026 -0.052
C -6.188 0.462 -0.648
Br -5.072 -1.282 1.341
C -1.895 -1.217 -0.396
N -2.484 -1.969 -1.352
N -0.692 -1.369 0.074
N 0.314 -2.047 -0.583
C 0.194 -3.515 -0.533
C 0.723 -1.369 -1.729
C 2.032 -1.848 -2.292
O 0.109 -0.422 -2.182
H 5.861 0.441 -0.994
H 6.855 1.835 -0.632
H 6.523 0.673 0.641
H 4.240 2.181 -0.717
H 5.125 2.945 0.603
H 2.287 0.387 -0.309
H 1.073 1.619 -0.074
H 1.546 -0.981 1.509
H 1.015 0.420 2.394
H -0.867 -0.702 1.986
H -0.999 1.135 -0.413
H -3.694 1.444 2.113
H -0.919 3.302 -0.145
H 0.318 2.478 2.305
H -6.993 -0.227 -0.410
H -6.113 0.536 -1.731
H -6.450 1.431 -0.220
H -2.637 -2.955 -1.246
H -2.729 -1.531 -2.222
H 0.830 -3.711 0.334
H 0.484 -3.974 -1.476
H -0.813 -3.794 -0.242
H 2.459 -2.656 -1.706
H 2.724 -1.006 -2.286
H 1.903 -2.164 -3.327
F 0.551 -2.694 1.860

Results of the Mulliken charge analysis, in e, for atoms 1 through 6: -1.145 -0.155 0.486 -0.508 -0.446 -0.436